[1]
The following is a quantum chemistry calculation of C39H53BCl5MnN7 as an isolated structure in a non-equilibrium geometry, from the OMol25 dataset.

ORCA input file:
```
! RIJCOSX wB97M-V def2-TZVPD def2/J DEFGRID3
* xyz 2 4
Mn 0.483 -0.327 -0.827
C 1.136 -4.099 2.485
C 1.313 -2.706 1.874
C 2.391 -1.945 2.669
C 0.071 -1.872 1.881
C -0.879 -1.829 2.880
C -1.726 -0.761 2.576
C -2.934 -0.324 3.341
C -3.990 -1.437 3.280
C -2.569 0.013 4.791
N -1.274 -0.194 1.454
N -0.187 -0.875 0.996
B -1.617 1.164 0.819
N -2.121 0.916 -0.607
N -1.436 0.122 -1.498
C -2.217 0.014 -2.618
C -3.363 0.764 -2.399
C -3.279 1.319 -1.132
C -4.374 2.145 -0.519
C -3.960 3.388 0.277
C -5.302 1.237 0.306
C -2.137 -0.730 -3.943
C -1.037 -0.293 -4.924
C -2.229 -2.251 -3.810
N -0.309 1.973 0.734
N 0.656 1.589 -0.145
C 1.613 2.541 -0.127
C 1.247 3.530 0.774
C 0.022 3.140 1.305
C -0.781 3.831 2.360
C -0.651 5.351 2.244
C -0.325 3.343 3.743
C 2.841 2.565 -0.997
C 4.135 2.364 -0.164
C 2.886 3.894 -1.765
H 2.047 -4.679 2.332
H 0.314 -4.639 2.026
H 0.955 -4.040 3.558
H 1.610 -2.825 0.832
H 2.104 -1.908 3.719
H 2.507 -0.908 2.341
H 3.357 -2.451 2.605
H -0.943 -2.487 3.730
H -3.347 0.572 2.878
H -3.622 -2.348 3.751
H -4.254 -1.665 2.246
H -4.889 -1.120 3.807
H -2.201 -0.866 5.321
H -3.454 0.375 5.311
H -1.804 0.790 4.834
H -2.419 1.739 1.457
H -4.175 0.891 -3.095
H -4.947 2.493 -1.381
H -3.804 3.163 1.332
H -4.762 4.123 0.223
H -3.054 3.845 -0.124
H -4.770 0.824 1.165
H -5.682 0.410 -0.296
H -6.150 1.819 0.666
H -3.074 -0.432 -4.411
H -1.441 -0.301 -5.936
H -0.691 0.720 -4.718
H -0.191 -0.976 -4.921
H -1.326 -2.673 -3.389
H -2.374 -2.691 -4.797
H -3.073 -2.535 -3.180
H 1.801 4.422 1.013
H -1.831 3.561 2.234
H 0.352 5.680 2.517
H -1.354 5.834 2.921
H -0.865 5.687 1.229
H 0.717 3.613 3.918
H -0.425 2.259 3.834
H -0.931 3.813 4.517
H 2.757 1.773 -1.745
H 3.925 2.337 0.906
H 4.825 3.189 -0.334
H 4.672 1.450 -0.432
H 3.088 4.725 -1.090
H 1.939 4.090 -2.269
H 3.678 3.865 -2.514
Cl -1.165 -3.819 -0.434
C 0.117 -3.447 -1.506
C 0.528 -2.130 -1.646
C 1.309 -1.840 -2.750
Cl 1.523 -0.112 -2.878
C 1.772 -2.750 -3.671
Cl 2.638 -2.256 -5.057
C 1.456 -4.094 -3.432
Cl 2.038 -5.294 -4.491
C 0.612 -4.437 -2.365
Cl 0.122 -6.059 -2.162
N 2.675 -0.656 -0.172
C 3.628 -1.486 -0.862
C 4.437 -0.941 -1.856
C 5.348 -1.741 -2.525
C 5.449 -3.093 -2.227
C 4.671 -3.629 -1.208
C 3.782 -2.827 -0.516
H 3.011 0.305 -0.187
H 2.636 -0.941 0.805
H 4.380 0.113 -2.103
H 5.991 -1.303 -3.276
H 6.143 -3.720 -2.770
H 4.774 -4.669 -0.928
H 3.234 -3.251 0.314
*
```

Expectation value of S²   4.03
LUMO (spin up / spin down)   -9.0 / -7.1 eV
HOMO energy (spin up / spin down)   -14.3 / -14.3 eV

Atom charges from the Löwdin analysis, given in e for atoms 1 to 99: Mn 0.840; C -0.038; C -0.385; C -0.037; C -0.254; C 0.073; C -0.156; C -0.351; C -0.037; C -0.031; N 0.083; N 0.039; B -0.490; N 0.069; N 0.062; C -0.177; C 0.056; C -0.163; C -0.328; C -0.051; C -0.026; C -0.333; C -0.058; C -0.028; N 0.065; N 0.010; C -0.240; C 0.067; C -0.161; C -0.350; C -0.046; C -0.030; C -0.366; C -0.034; C -0.044; H 0.093; H 0.069; H 0.091; H 0.073; H 0.106; H 0.075; H 0.100; H 0.136; H 0.107; H 0.087; H 0.085; H 0.093; H 0.088; H 0.094; H 0.067; H 0.105; H 0.136; H 0.142; H 0.061; H 0.094; H 0.090; H 0.063; H 0.091; H 0.096; H 0.126; H 0.094; H 0.074; H 0.037; H 0.042; H 0.100; H 0.094; H 0.133; H 0.105; H 0.085; H 0.092; H 0.089; H 0.093; H 0.063; H 0.094; H 0.057; H 0.091; H 0.093; H 0.059; H 0.089; H 0.092; H 0.093; Cl 0.802; C -0.690; C -0.268; C -0.635; Cl 0.940; C -0.700; Cl 0.787; C -0.684; Cl 0.779; C -0.692; Cl 0.769; N 0.116; C -0.284; C -0.057; C -0.052; C -0.040; C -0.036; C -0.016

***

[2]
The following is a quantum chemistry calculation of C39H54N6O3SSbSi3Sm as an isolated structure in a non-equilibrium geometry, from the OMol25 dataset.

ORCA input file:
```
! RIJCOSX wB97M-V def2-TZVPD def2/J DEFGRID3
* xyz 0 6
Sm -0.643 0.146 0.833
O 1.042 -1.607 4.656
C 0.469 -0.894 3.855
N -0.423 -1.209 2.888
C -1.054 -2.513 2.844
C -0.860 -3.562 3.802
C -1.459 -4.812 3.681
C -2.289 -5.029 2.608
C -2.520 -4.061 1.659
C -1.909 -2.811 1.735
N -2.093 -1.785 0.775
C -3.088 -1.820 -0.135
O -3.998 -2.641 -0.240
C -3.148 -0.643 -1.149
C -4.354 -0.327 -1.707
C -4.453 0.727 -2.612
C -3.311 1.421 -2.934
C -2.101 1.120 -2.282
N -2.039 0.093 -1.394
C 0.829 0.600 3.881
C 1.477 1.159 4.958
C 1.813 2.504 4.985
C 1.515 3.303 3.860
C 0.810 2.658 2.862
N 0.499 1.334 2.807
H -0.224 -3.392 4.609
H -1.347 -5.564 4.472
H -2.858 -5.940 2.525
H -3.227 -4.256 0.853
H -5.134 -1.011 -1.400
H -5.422 0.945 -3.041
H -3.331 2.171 -3.759
H -1.140 1.694 -2.439
H 1.809 0.457 5.759
H 2.405 2.905 5.839
H 1.843 4.341 3.867
H 0.507 3.270 2.063
C 2.458 4.992 -2.216
C 2.087 5.070 -0.767
N 0.669 5.004 -0.523
C -0.074 6.257 -0.552
C -0.654 6.625 -1.928
C -0.018 3.827 -0.373
S 0.813 2.296 -0.627
N -1.372 3.934 -0.258
C -2.136 3.042 0.358
O -1.717 2.072 1.009
C -3.555 3.290 0.281
C -4.427 2.472 0.955
C -5.828 2.630 0.958
C -6.385 3.634 0.162
C -5.529 4.479 -0.560
C -4.112 4.368 -0.416
H 3.538 4.950 -2.337
H 2.035 5.718 -2.899
H 2.170 3.998 -2.515
H 2.424 6.070 -0.375
H 2.679 4.303 -0.200
H 0.669 7.018 -0.265
H -0.851 6.095 0.155
H 0.138 6.841 -2.636
H -1.408 7.490 -1.708
H -1.236 5.752 -2.291
H -4.021 1.612 1.438
H -6.401 1.920 1.531
H -7.478 3.738 0.054
H -6.013 5.262 -1.135
H -3.419 5.093 -0.885
C 3.549 -1.027 1.865
Si 3.182 -2.645 1.184
C 2.455 -3.760 2.553
C 4.761 -3.465 0.410
Sb 1.404 -2.260 -0.537
Si 0.632 -4.525 -1.583
C 1.909 -5.807 -1.328
C -0.999 -4.924 -0.671
C 0.244 -4.258 -3.403
Si 2.809 -1.319 -2.430
C 3.779 -2.547 -3.392
C 1.617 -0.451 -3.524
C 4.092 -0.134 -1.833
H 4.475 -1.013 2.433
H 2.811 -0.651 2.499
H 3.697 -0.313 1.092
H 3.124 -3.905 3.410
H 2.262 -4.770 2.225
H 1.560 -3.381 2.939
H 5.657 -3.116 0.968
H 4.697 -3.121 -0.625
H 4.519 -4.511 0.471
H 2.157 -5.881 -0.262
H 2.805 -5.585 -1.904
H 1.493 -6.756 -1.634
H -0.812 -5.180 0.391
H -1.469 -5.813 -1.133
H -1.705 -4.076 -0.706
H 0.987 -3.849 -4.064
H -0.637 -3.663 -3.482
H 0.062 -5.251 -3.839
H 3.342 -3.515 -3.418
H 4.735 -2.644 -2.867
H 3.977 -2.132 -4.340
H 0.773 -1.045 -3.861
H 1.993 -0.034 -4.449
H 1.173 0.341 -2.852
H 4.704 -0.714 -1.155
H 3.764 0.838 -1.412
H 4.781 0.040 -2.750
*
```

Expectation value of S²   8.76
LUMO (spin up / spin down)   -0.3 / -0.3 eV
HOMO energy (spin up / spin down)   -7.0 / -7.0 eV

Atom charges from the Löwdin analysis, given in e for atoms 1 to 99: Sm 1.434; O 0.035; C -0.518; N -0.032; C -0.180; C -0.033; C -0.092; C -0.122; C -0.088; C -0.237; N -0.061; C -0.486; O 0.017; C -0.194; C -0.006; C -0.045; C -0.058; C -0.126; N 0.010; C -0.203; C -0.013; C -0.043; C -0.037; C -0.129; N 0.013; H 0.071; H 0.106; H 0.100; H 0.101; H 0.120; H 0.113; H 0.121; H 0.085; H 0.136; H 0.121; H 0.110; H 0.058; C -0.088; C -0.273; N -0.130; C -0.213; C -0.070; C -0.648; S 0.595; N 0.111; C -0.485; O -0.214; C -0.170; C -0.018; C -0.053; C -0.086; C -0.066; C 0.001; H 0.081; H 0.066; H 0.043; H 0.125; H 0.113; H 0.118; H 0.094; H 0.049; H 0.112; H 0.069; H 0.108; H 0.102; H 0.109; H 0.096; H 0.108; C -0.220; Si 0.287; C -0.190; C -0.189; Sb 0.882; Si 0.340; C -0.226; C -0.209; C -0.213; Si 0.195; C -0.211; C -0.239; C -0.225; H 0.055; H -0.006; H 0.011; H 0.047; H 0.018; H -0.036; H 0.042; H -0.022; H 0.007; H 0.030; H 0.028; H 0.032; H 0.034; H 0.048; H 0.016; H 0.009; H 0.018; H 0.040

***

[3]
The following is a quantum chemistry calculation of C39H56BiBr2O4P3Si as an isolated structure in a non-equilibrium geometry, from the OMol25 dataset.

ORCA input file:
```
! RIJCOSX wB97M-V def2-TZVPD def2/J DEFGRID3
* xyz 0 1
Bi 3.740 -0.226 -4.012
C -2.875 -0.666 3.285
C -1.822 0.357 3.682
C -2.195 1.064 4.970
P -1.391 1.424 2.051
C -2.528 2.861 1.843
C -4.032 2.481 1.598
C -2.468 3.958 2.871
C 0.216 1.994 2.847
C 0.446 2.918 3.860
C 1.781 3.312 4.119
C 2.771 2.988 3.190
C 2.567 2.036 2.168
C 1.267 1.638 1.955
Si 0.516 0.748 0.491
C 1.782 -0.587 0.178
C 3.025 -0.234 -0.432
C 3.981 -1.155 -0.730
C 3.771 -2.521 -0.376
C 2.647 -2.851 0.398
C 1.671 -1.894 0.744
P 0.476 -2.268 2.088
C -0.149 -4.027 1.604
C -1.636 -4.035 2.048
C -0.117 -4.423 0.102
C 1.815 -2.716 3.322
C 1.286 -3.284 4.613
C 2.719 -1.520 3.564
C 0.485 1.850 -1.066
C 1.634 2.572 -1.443
C 1.868 2.890 -2.822
C 0.951 2.429 -3.831
C -0.225 1.931 -3.407
C -0.522 1.563 -2.091
P -2.221 1.376 -1.651
C -3.226 2.397 -2.923
C -4.758 2.035 -3.096
C -3.069 3.851 -2.406
C -2.469 -0.514 -2.326
C -2.793 -1.386 -1.028
C -1.415 -0.989 -3.303
H -3.183 -1.226 4.173
H -2.409 -1.352 2.553
H -3.764 -0.170 2.793
H -0.946 -0.273 3.865
H -1.608 0.668 5.812
H -3.233 0.917 5.273
H -1.879 2.110 4.984
H -2.193 3.183 0.860
H -4.501 1.936 2.476
H -4.193 2.008 0.617
H -4.654 3.433 1.495
H -2.401 3.491 3.802
H -3.461 4.450 2.888
H -1.721 4.725 2.693
H -0.308 3.427 4.465
H 2.060 3.932 4.989
H 3.736 3.374 3.197
H 3.309 1.663 1.498
H 3.219 0.841 -0.674
H 4.923 -0.825 -1.091
H 4.510 -3.264 -0.638
H 2.435 -3.854 0.663
H 0.357 -4.784 2.200
H -2.223 -3.455 1.321
H -1.868 -3.565 3.022
H -1.950 -5.115 2.023
H -0.718 -3.810 -0.529
H -0.512 -5.452 -0.016
H 0.835 -4.498 -0.374
H 2.372 -3.602 2.916
H 0.766 -2.518 5.250
H 2.134 -3.713 5.201
H 0.600 -4.159 4.529
H 2.236 -0.701 4.158
H 2.967 -1.064 2.582
H 3.624 -1.860 4.038
H 2.335 2.943 -0.729
H 2.817 3.307 -3.125
H 1.189 2.660 -4.885
H -0.955 1.630 -4.173
H -2.711 2.252 -3.910
H -5.268 1.621 -2.274
H -4.961 1.351 -3.981
H -5.295 2.980 -3.309
H -2.988 4.618 -3.245
H -2.189 4.012 -1.731
H -3.945 4.080 -1.802
H -3.422 -0.429 -2.859
H -3.061 -0.718 -0.195
H -1.827 -1.843 -0.839
H -3.634 -2.051 -1.213
H -0.411 -0.982 -2.821
H -1.430 -0.341 -4.184
H -1.679 -1.997 -3.614
O 6.383 -3.469 -3.666
C 5.847 -2.397 -3.830
O 4.616 -2.054 -3.370
C 6.497 -1.355 -4.798
O 7.614 -1.461 -5.300
O 5.726 -0.232 -4.972
Br 2.152 -3.113 -8.794
C 1.213 -1.698 -7.800
Br 2.299 -0.319 -6.751
H 0.609 -2.141 -7.043
H 0.616 -1.130 -8.450
*
```

LUMO (spin up / spin down)   -1.9 / -1.9 eV
HOMO energy (spin up / spin down)   -4.6 / -4.8 eV

Atom charges from the Löwdin analysis, given in e for atoms 1 to 99: Bi 1.188; C -0.151; C -0.482; C -0.095; P 1.144; C -0.529; C -0.115; C -0.100; C -0.346; C -0.079; C -0.049; C -0.049; C -0.060; C -0.308; Si 0.782; C -0.266; C -0.148; C -0.126; C -0.002; C -0.099; C -0.414; P 1.107; C -0.500; C -0.162; C -0.102; C -0.592; C -0.148; C -0.108; C -0.251; C -0.100; C -0.056; C -0.086; C -0.149; C -0.442; P 1.064; C -0.520; C -0.111; C -0.152; C -0.466; C -0.114; C -0.118; H 0.084; H 0.026; H 0.077; H 0.067; H 0.091; H 0.086; H 0.037; H 0.066; H 0.086; H 0.040; H 0.093; H 0.020; H 0.092; H 0.093; H 0.093; H 0.117; H 0.086; H 0.095; H 0.086; H 0.089; H 0.115; H 0.080; H 0.093; H 0.055; H 0.054; H 0.092; H 0.047; H 0.092; H 0.047; H 0.117; H 0.083; H 0.091; H 0.073; H 0.092; H 0.062; H 0.078; H 0.090; H 0.091; H 0.115; H 0.093; H 0.088; H 0.038; H 0.090; H 0.073; H 0.100; H 0.059; H 0.058; H 0.075; H 0.025; H 0.040; H 0.071; H 0.085; H 0.066; H 0.081; O 0.082; C -0.521; O -0.425; C -0.497

***

[4]
The following is a quantum chemistry calculation of a 9-piece molecular cluster, C39H56Br3N3O21 overall in a non-equilibrium geometry, from the OMol25 dataset.

ORCA input file:
```
! RIJCOSX wB97M-V def2-TZVPD def2/J DEFGRID3
* xyz -1 2
C -1.787 4.601 -1.823
C -1.651 5.713 -2.636
C -1.532 6.946 -2.134
C -1.326 7.133 -0.773
C -1.457 6.008 0.073
C -1.697 4.754 -0.456
N -1.169 8.506 -0.243
O -1.423 9.486 -0.984
O -0.632 8.617 0.859
H -2.035 3.618 -2.193
H -1.701 5.561 -3.704
H -1.611 7.745 -2.856
H -1.269 6.084 1.134
H -1.811 3.901 0.197
C -4.866 -0.006 -3.082
C -3.729 -0.657 -3.592
C -3.336 -1.917 -3.166
C -4.155 -2.544 -2.159
C -5.286 -1.868 -1.607
C -5.652 -0.602 -2.103
N -3.759 -3.941 -1.729
O -4.143 -4.298 -0.613
O -3.052 -4.691 -2.421
H -5.062 1.007 -3.402
H -3.190 -0.195 -4.406
H -2.464 -2.350 -3.632
H -5.980 -2.375 -0.953
H -6.598 -0.137 -1.867
C 2.176 4.888 -0.276
C 3.121 5.698 0.299
C 4.347 5.075 0.404
C 4.664 3.752 0.020
C 3.603 3.044 -0.555
C 2.353 3.568 -0.709
N 5.974 3.126 0.246
O 6.843 3.894 0.452
O 6.052 1.929 0.245
H 1.272 5.437 -0.496
H 2.931 6.752 0.438
H 5.175 5.740 0.604
H 3.840 2.034 -0.857
H 1.576 2.982 -1.177
C -0.421 -2.596 7.977
C 0.577 -2.762 6.833
O 1.107 -1.467 6.526
C 0.818 -0.695 5.491
O 1.172 0.479 5.398
O -0.036 -1.238 4.611
C -0.775 -0.444 3.690
H -1.081 -3.443 8.162
H -1.158 -1.884 7.604
H 0.081 -2.396 8.924
H 0.384 -3.495 6.050
H 1.443 -3.350 7.136
H -0.962 0.578 4.019
H -1.754 -0.894 3.521
H -0.255 -0.609 2.747
C -0.653 0.835 -5.350
C -1.863 1.531 -5.929
O -2.453 2.242 -4.870
C -3.385 3.152 -5.118
O -3.586 3.618 -6.211
O -4.035 3.409 -3.976
C -4.988 4.462 -3.900
H -0.223 0.162 -6.091
H -1.007 0.142 -4.587
H 0.156 1.447 -4.951
H -2.553 0.886 -6.473
H -1.618 2.249 -6.711
H -5.681 4.150 -3.119
H -5.604 4.570 -4.792
H -4.487 5.398 -3.651
C 6.613 -1.176 2.724
C 5.328 -0.657 2.145
O 4.788 0.217 3.146
C 3.590 0.710 3.080
O 3.112 1.468 3.930
O 2.976 0.358 1.956
C 1.861 1.129 1.454
H 7.098 -1.656 1.874
H 6.416 -1.949 3.466
H 7.316 -0.437 3.109
H 4.684 -1.509 1.928
H 5.364 -0.215 1.149
H 0.894 0.942 1.921
H 1.737 0.883 0.400
H 2.097 2.192 1.511
C -1.473 -6.371 -0.070
C -1.207 -5.179 0.869
O -1.491 -5.370 2.246
C -1.901 -4.265 2.950
O -2.158 -3.135 2.571
O -2.056 -4.624 4.234
C -2.892 -3.851 5.120
H -2.544 -6.523 -0.203
H -1.143 -7.327 0.336
H -0.947 -6.299 -1.022
H -1.503 -4.261 0.362
H -0.129 -5.067 0.987
H -2.546 -2.830 5.283
H -2.859 -4.295 6.115
H -3.927 -3.747 4.795
C 0.313 -3.904 -2.664
C 1.300 -5.114 -2.670
O 2.690 -4.692 -2.422
C 3.070 -4.390 -1.183
O 2.329 -4.406 -0.202
O 4.340 -4.002 -1.185
C 4.937 -3.301 -0.098
H 0.390 -3.276 -3.552
H 0.393 -3.213 -1.825
H -0.720 -4.241 -2.576
H 1.186 -5.572 -3.652
H 1.096 -5.876 -1.918
H 4.471 -3.620 0.834
H 4.853 -2.218 -0.194
H 6.009 -3.468 -0.203
C -0.199 -0.440 -1.336
Br 1.644 -0.433 -2.123
Br -0.704 1.454 -0.851
Br -0.299 -1.698 0.208
H -0.906 -0.808 -2.080
*
```

Expectation value of S²   0.76
LUMO (spin up / spin down)   0.4 / 0.4 eV
HOMO energy (spin up / spin down)   -1.6 / -5.4 eV

Atom charges from the Löwdin analysis, given in e for atoms 1 to 99: C -0.176; C -0.144; C -0.063; C -0.156; C -0.053; C -0.162; N -0.457; O -0.115; O -0.098; H 0.037; H 0.097; H 0.106; H 0.099; H 0.060; C -0.042; C -0.059; C -0.002; C -0.086; C 0.011; C -0.056; N -0.304; O 0.061; O 0.037; H 0.100; H 0.080; H 0.108; H 0.112; H 0.108; C -0.048; C -0.041; C -0.007; C -0.116; C -0.045; C -0.079; N -0.385; O 0.107; O 0.079; H 0.100; H 0.124; H 0.110; H 0.106; H 0.048; C -0.055; C -0.216; O 0.047; C -0.555; O 0.110; O -0.026; C -0.047; H 0.065; H 0.079; H 0.080; H 0.118; H 0.113; H 0.110; H 0.074; H 0.018; C -0.054; C -0.239; O 0.012; C -0.595; O 0.131; O -0.030; C -0.028; H 0.081; H 0.048; H 0.087; H 0.128; H 0.123; H 0.094; H 0.093; H 0.097; C -0.055; C -0.232; O 0.067; C -0.595; O 0.105; O -0.014; C -0.057; H 0.071; H 0.082; H 0.086; H 0.098; H 0.101; H 0.063; H -0.007; H 0.095; C -0.052; C -0.233; O 0.042; C -0.523; O 0.078; O -0.009; C -0.032; H 0.064; H 0.072; H 0.057; H 0.059; H 0.114

***

Listing E for the structures above in their given order: -5377.5836, -4237.8995, -8496.5840, -10985.6935 hartree.